84
Properties=species:S:1:pos:R:3:lowdin_spin:R:1 method="wB97M-V/def2-TZVPD" orbital_gap_ev="5.83 / 6.54" spin_multiplicity=2 homo_energy_ev="-7.180 / -7.988"
Ir 0.302 -0.371 -0.295 0.6001
O -2.195 4.646 3.614 0.0010
C -1.758 4.831 2.473 0.0012
O -1.729 5.819 1.732 0.0015
C -1.214 3.542 1.803 0.0130
C -0.576 3.608 0.569 -0.0023
C -0.138 2.441 -0.030 0.0138
N -0.328 1.262 0.586 0.0143
C -0.931 1.168 1.783 0.0160
C -1.386 2.308 2.418 -0.0027
C -0.984 -0.220 2.281 0.0151
C -1.527 -0.568 3.508 -0.0001
C -1.436 -1.878 3.943 0.0098
C -0.788 -2.811 3.145 0.0001
C -0.285 -2.406 1.924 0.0104
N -0.399 -1.153 1.479 0.0133
C 0.455 2.296 -1.376 0.0095
C 0.730 3.373 -2.204 0.0020
C 1.191 3.141 -3.487 0.0072
C 1.370 1.834 -3.917 0.0024
C 1.104 0.803 -3.038 0.0086
N 0.660 1.017 -1.796 0.0127
H -0.480 4.583 0.110 -0.0003
H -1.872 2.294 3.384 -0.0004
H -1.994 0.192 4.117 -0.0001
H -1.852 -2.164 4.899 0.0006
H -0.670 -3.838 3.459 -0.0002
H 0.238 -3.092 1.270 0.0002
H 0.573 4.377 -1.840 0.0000
H 1.402 3.971 -4.147 0.0004
H 1.721 1.608 -4.913 0.0000
H 1.248 -0.230 -3.320 0.0003
C -2.895 1.093 -1.626 0.0087
C -3.384 -0.063 -0.784 0.0090
C -4.314 0.273 0.194 0.0008
C -4.782 -0.662 1.093 0.0003
C -4.293 -1.952 1.022 0.0011
C -3.378 -2.351 0.052 0.0015
C -2.946 -3.795 0.105 0.0001
C -2.945 -1.399 -0.887 0.0200
N -1.971 -1.684 -1.918 0.0389
C -1.288 -2.950 -2.069 0.0037
O -1.882 -3.949 -2.386 0.0003
C 0.224 -2.993 -1.987 0.0028
C 0.810 -4.049 -2.668 0.0003
C 2.191 -4.157 -2.713 -0.0010
C 2.945 -3.213 -2.047 -0.0001
C 2.308 -2.198 -1.347 -0.0005
N 0.966 -2.072 -1.325 0.0073
C 3.176 -1.207 -0.575 0.0074
O 4.396 -1.325 -0.676 0.0033
N 2.461 -0.354 0.136 0.1052
C 3.034 0.725 0.853 0.0035
C 2.853 0.788 2.242 0.0063
C 2.333 -0.386 3.029 0.0015
C 3.230 1.937 2.925 -0.0013
C 3.801 3.008 2.260 0.0086
C 4.046 2.907 0.901 -0.0008
C 3.686 1.773 0.183 0.0065
C 4.045 1.684 -1.272 0.0010
H -3.652 1.393 -2.350 0.0005
H -1.965 0.905 -2.165 0.0048
H -2.700 1.948 -0.978 0.0001
H -4.644 1.302 0.259 0.0000
H -5.497 -0.384 1.856 0.0000
H -4.628 -2.690 1.739 0.0002
H -3.272 -4.224 1.051 0.0000
H -1.866 -3.926 0.049 0.0001
H -3.380 -4.379 -0.706 0.0000
H 0.163 -4.758 -3.162 0.0001
H 2.663 -4.959 -3.263 -0.0001
H 4.025 -3.219 -2.023 0.0002
H 2.270 -1.278 2.411 0.0000
H 1.349 -0.187 3.457 0.0007
H 3.005 -0.594 3.862 0.0003
H 3.080 1.984 3.997 -0.0003
H 4.073 3.906 2.799 0.0006
H 4.529 3.724 0.378 -0.0002
H 4.258 2.673 -1.676 0.0000
H 3.252 1.231 -1.861 0.0001
H 4.924 1.051 -1.403 0.0004
F -1.225 -1.244 -4.141 0.0007
B -2.223 -1.203 -3.259 0.0083
F -3.418 -0.887 -3.716 0.0017



88
Properties=species:S:1:pos:R:3:lowdin_charge:R:1 method="wB97M-V/def2-TZVPD" orbital_gap_ev=8.12 spin_multiplicity=1 total_charge=+1 homo_energy_ev=-10.192
Sn -0.499 -0.422 -1.582 0.8098
C -1.028 4.300 1.885 -0.0540
N -1.303 3.273 0.881 -0.1080
C -0.674 2.126 0.667 -0.0981
N -1.266 1.478 -0.331 -0.0104
C -2.282 2.320 -0.695 -0.2049
N -2.335 3.411 0.020 0.1429
C -0.829 3.705 3.257 -0.2080
C 0.158 4.188 4.105 -0.0268
C 0.281 3.684 5.395 -0.0482
C -0.568 2.686 5.841 -0.0023
C -1.548 2.191 4.985 -0.1287
C -1.681 2.705 3.703 0.0262
C -2.468 1.142 5.428 -0.2976
N -2.862 0.850 6.614 0.1354
N -3.778 -0.195 6.473 0.1361
C -3.854 -0.440 5.215 -0.2943
O -3.046 0.365 4.475 0.1268
C -4.674 -1.420 4.502 -0.1335
C -5.940 -1.739 4.974 -0.0043
C -6.723 -2.637 4.263 -0.0464
C -6.242 -3.214 3.099 -0.0280
C -4.961 -2.917 2.641 -0.1908
C -4.433 -3.663 1.438 -0.0603
N -3.229 -3.076 0.863 -0.1168
C -3.067 -1.948 0.177 -0.0964
N -1.788 -1.805 -0.132 -0.0367
C -1.199 -2.907 0.413 -0.1914
N -2.040 -3.697 1.025 0.1495
C -4.181 -2.015 3.344 0.0294
H -1.899 4.954 1.862 0.1390
H -0.162 4.883 1.574 0.1327
H 0.178 1.784 1.231 0.1434
H -2.986 2.108 -1.481 0.0783
H 0.828 4.969 3.765 0.1168
H 1.048 4.071 6.051 0.1130
H -0.480 2.283 6.840 0.1238
H -2.465 2.327 3.058 0.1305
H -6.305 -1.274 5.879 0.1236
H -7.717 -2.880 4.613 0.1140
H -6.862 -3.911 2.548 0.1210
H -5.190 -3.749 0.660 0.1382
H -4.132 -4.670 1.723 0.1401
H -3.871 -1.286 -0.100 0.1569
H -0.147 -3.128 0.330 0.1217
H -3.178 -1.775 3.012 0.1214
S -2.486 -1.688 -5.441 0.5847
C -1.831 -1.348 -3.998 -1.7203
S -2.261 0.136 -3.102 0.5055
S -0.724 -2.382 -3.132 0.5057
N 1.046 0.456 -2.989 -0.4224
S 2.072 -0.543 -3.713 1.0429
C 3.714 0.136 -3.503 -0.3831
C 4.743 -0.283 -4.337 -0.0720
C 6.034 0.145 -4.074 -0.0567
C 6.290 0.972 -2.987 -0.0619
C 5.254 1.374 -2.158 -0.0589
C 3.955 0.954 -2.411 -0.0756
C 1.834 -0.416 -5.465 -0.4014
C 2.159 0.756 -6.141 -0.0748
C 1.879 0.846 -7.492 -0.0555
C 1.282 -0.226 -8.149 -0.0516
C 0.962 -1.386 -7.464 -0.0562
C 1.235 -1.489 -6.106 -0.0894
H 0.973 1.358 -3.453 0.0492
H 4.542 -0.925 -5.185 0.1192
H 6.843 -0.167 -4.721 0.1140
H 7.301 1.303 -2.789 0.1115
H 5.453 2.015 -1.310 0.1111
H 3.137 1.264 -1.774 0.0984
H 2.638 1.579 -5.624 0.1198
H 2.127 1.747 -8.035 0.1132
H 1.062 -0.149 -9.206 0.1139
H 0.486 -2.210 -7.978 0.1170
H 0.963 -2.376 -5.550 0.0887
O 2.102 -1.749 -0.317 0.1360
B 1.267 -0.652 -0.261 -0.6331
O 1.806 0.357 0.526 0.1068
C 3.037 -0.131 0.944 -0.1997
C 3.984 0.488 1.724 0.0146
C 5.145 -0.242 1.972 -0.0686
C 5.325 -1.523 1.456 -0.0643
C 4.353 -2.135 0.668 0.0277
C 3.216 -1.400 0.433 -0.1903
H 3.836 1.483 2.120 0.1232
H 5.924 0.197 2.580 0.1090
H 6.240 -2.056 1.673 0.1101
H 4.483 -3.128 0.260 0.1285



81
Properties=species:S:1:pos:R:3:lowdin_charge:R:1 method="wB97M-V/def2-TZVPD" orbital_gap_ev=7.53 spin_multiplicity=1 total_charge=-1 homo_energy_ev=-5.332
Bi -0.803 0.571 0.126 1.8025
C 0.436 -0.777 2.889 -0.2049
C 1.221 0.393 2.702 -0.1995
C 0.360 1.476 2.542 -0.2388
C -0.986 0.986 2.581 -0.3457
C -0.915 -0.420 2.835 -0.2136
H 0.827 -1.768 3.068 0.0773
H 2.302 0.428 2.696 0.0779
H 0.640 2.509 2.373 0.0963
H -1.862 1.616 2.661 0.0941
H -1.767 -1.077 2.953 0.0975
C 2.969 -0.292 -0.902 -0.4136
C 2.967 -0.065 -2.420 -0.3540
C 1.626 0.295 -3.058 -0.4012
Sb 0.131 -1.212 -2.693 1.4902
C -1.793 -1.042 -3.644 -0.3812
C -2.458 0.044 -4.199 -0.1159
C -3.748 -0.106 -4.700 -0.0825
C -4.386 -1.337 -4.645 -0.0992
C -3.727 -2.427 -4.089 -0.0941
C -2.440 -2.277 -3.591 -0.1617
C 0.835 -2.308 -4.429 -0.3463
C 1.322 -3.613 -4.399 -0.1203
C 1.812 -4.225 -5.554 -0.0971
C 1.807 -3.538 -6.759 -0.1068
C 1.298 -2.244 -6.809 -0.0925
C 0.820 -1.636 -5.656 -0.1344
Sb 2.870 -2.103 0.324 1.4667
C 1.312 -3.468 -0.273 -0.4356
C 0.014 -3.239 0.190 -0.2074
C -1.013 -4.133 -0.088 -0.0883
C -0.751 -5.290 -0.811 -0.0924
C 0.544 -5.550 -1.239 -0.1022
C 1.568 -4.647 -0.970 -0.1539
C 4.434 -3.283 -0.564 -0.4124
C 5.250 -4.005 0.313 -0.1546
C 6.247 -4.852 -0.162 -0.1001
C 6.456 -4.981 -1.528 -0.1014
C 5.653 -4.276 -2.416 -0.0907
C 4.647 -3.443 -1.937 -0.1334
H 2.257 0.389 -0.422 0.0031
H 3.950 -0.013 -0.502 0.0290
H 3.444 -0.896 -2.940 0.0758
H 3.614 0.796 -2.615 0.1044
H 1.771 0.397 -4.133 0.0422
H 1.252 1.245 -2.680 0.0165
H -1.983 1.008 -4.241 0.0297
H -4.257 0.752 -5.126 0.1012
H -5.399 -1.444 -5.016 0.0962
H -4.219 -3.391 -4.032 0.0982
H -1.944 -3.138 -3.147 0.0810
H 1.311 -4.167 -3.475 0.0621
H 2.197 -5.238 -5.505 0.0964
H 2.191 -4.008 -7.657 0.0942
H 1.270 -1.708 -7.751 0.0981
H 0.419 -0.629 -5.715 0.0960
H -0.213 -2.343 0.754 0.0368
H -2.018 -3.922 0.259 0.1060
H -1.550 -5.985 -1.037 0.0999
H 0.760 -6.457 -1.793 0.1013
H 2.571 -4.877 -1.303 0.0824
H 5.105 -3.909 1.384 0.0799
H 6.856 -5.414 0.536 0.0969
H 7.236 -5.635 -1.900 0.0966
H 5.797 -4.379 -3.485 0.1007
H 3.999 -2.958 -2.655 0.0827
Br -3.564 7.025 -1.413 0.6817
C -2.711 5.349 -1.599 -0.7596
C -2.061 5.005 -2.776 -0.7611
Br -1.990 6.207 -4.232 0.6815
C -1.436 3.749 -2.882 -0.6213
Br -0.429 3.267 -4.412 0.7739
C -1.482 2.830 -1.840 -0.4134
O -0.940 1.625 -1.868 -0.3802
C -2.098 3.212 -0.620 -0.4115
O -2.008 2.369 0.392 -0.3035
C -2.710 4.450 -0.520 -0.6440
Br -3.504 4.854 1.143 0.7537
S -5.328 -1.235 -0.079 0.5388
C -3.770 -0.849 -0.142 -0.9517
N -2.624 -0.579 -0.192 -0.1176



80
Properties=species:S:1:pos:R:3:lowdin_charge:R:1 method="wB97M-V/def2-TZVPD" orbital_gap_ev=6.95 spin_multiplicity=1 total_charge=+2 homo_energy_ev=-13.229
Sc 0.836 -0.045 0.067 1.0290
C 1.624 -4.566 -0.334 -0.0006
O 2.291 -3.861 -1.437 0.0721
C 2.018 -2.592 -1.258 -0.3584
N 1.221 -2.243 -0.319 0.0741
C 0.704 -3.494 0.296 -0.2007
C -0.761 -3.691 -0.010 -0.1977
C -1.661 -3.901 1.024 -0.0274
C -3.001 -4.140 0.747 -0.0581
C -3.445 -4.165 -0.566 -0.0670
C -2.549 -3.946 -1.606 -0.0658
C -1.213 -3.711 -1.328 -0.0351
C 2.634 -1.565 -2.128 -0.1698
C 3.551 -1.780 -3.139 0.0672
C 4.029 -0.668 -3.826 0.0275
C 3.580 0.604 -3.490 0.0664
C 2.660 0.709 -2.460 -0.1516
N 2.206 -0.349 -1.802 0.0864
C 2.063 1.969 -1.967 -0.3096
N 1.230 1.997 -0.994 0.1029
C 0.909 3.433 -0.758 -0.1996
C 1.526 4.117 -1.991 -0.0273
O 2.401 3.095 -2.557 0.0757
C -0.566 3.693 -0.544 -0.1731
C -1.177 4.826 -1.069 -0.0257
C -2.522 5.078 -0.828 -0.0490
C -3.271 4.202 -0.059 -0.0555
C -2.666 3.077 0.483 -0.0512
C -1.323 2.833 0.244 -0.0548
H 2.407 -4.908 0.339 0.1402
H 1.089 -5.410 -0.756 0.1437
H 0.842 -3.447 1.375 0.1501
H -1.318 -3.871 2.052 0.1227
H -3.695 -4.314 1.559 0.1161
H -4.486 -4.366 -0.781 0.1139
H -2.889 -3.973 -2.633 0.1135
H -0.519 -3.557 -2.149 0.1211
H 3.880 -2.782 -3.379 0.1411
H 4.749 -0.793 -4.623 0.1345
H 3.930 1.485 -4.009 0.1397
H 1.455 3.731 0.144 0.1549
H 2.133 4.988 -1.765 0.1467
H 0.789 4.358 -2.755 0.1339
H -0.617 5.538 -1.662 0.1145
H -2.979 5.965 -1.243 0.1170
H -4.318 4.401 0.126 0.1152
H -3.232 2.390 1.099 0.1131
H -0.883 1.951 0.697 0.0594
C -2.542 -0.099 -2.878 -0.0278
C -3.647 -0.391 -2.088 -0.0149
C -3.483 -0.577 -0.730 0.0122
C -2.218 -0.461 -0.159 -0.2198
N -1.150 -0.182 -0.939 0.0135
C -1.318 -0.007 -2.257 -0.1100
C -1.936 -0.623 1.284 -0.2262
C -2.956 -0.884 2.196 -0.0312
C -2.655 -1.095 3.532 -0.0550
C -1.335 -1.043 3.957 -0.0643
C -0.329 -0.748 3.043 -0.1203
C -0.591 -0.521 1.689 -0.1809
H -2.629 0.054 -3.943 0.1179
H -4.630 -0.476 -2.531 0.1261
H -4.336 -0.815 -0.114 0.1172
H -0.426 0.221 -2.830 0.1087
H -3.990 -0.941 1.882 0.1103
H -3.446 -1.304 4.240 0.1149
H -1.094 -1.220 4.997 0.1116
H 0.692 -0.698 3.415 0.0896
O 4.187 2.495 4.945 0.1404
C 3.491 2.011 3.924 -0.2826
C 2.231 2.477 3.537 0.0439
C 1.616 1.886 2.464 -0.1198
N 2.157 0.883 1.741 -0.0681
C 3.360 0.463 2.136 -0.6999
Br 4.121 -0.954 1.144 0.8927
C 4.069 0.969 3.197 -0.0103
H 3.722 3.207 5.404 0.1410
H 1.736 3.276 4.073 0.1356
H 0.626 2.211 2.170 0.1089
H 5.039 0.582 3.470 0.1320



| no. | maximum force (eV Å⁻¹) | E_tot (hartree) |
| --- | --- | --- |
| 1 | 0.58 | -2463.443466 |
| 2 | 0.51 | -4055.118067 |
| 3 | 0.83 | -13099.355668 |
| 4 | 0.23 | -5338.720176 |